ORCA calculation (ωB97M-V/def2-TZVPD) on a molecular structure, C26H31N3ORh.

2S+1: 5
Energy relative to the best compared isomer or geometry (same formula, charge and spin): 0.0 kcal/mol
Net charge: +3
Lowest unoccupied orbital energy (alpha / beta): -9.7 / -12.0 eV
Frontier orbital gap (alpha / beta): 7.8796 / 5.6552 eV

Atoms and positions in Å:
1 Rh -0.61998 0.46533 0.55980
2 C -2.28448 -1.55947 -2.75979
3 C -2.70077 -1.76705 -1.33182
4 C -4.01297 -2.05431 -0.99528
5 C -4.40051 -2.23760 0.33247
6 C -3.48146 -2.13485 1.36374
7 C -2.14754 -1.86259 1.08660
8 C -1.11778 -1.81652 2.18396
9 C -1.77932 -1.69200 -0.26953
10 N -0.42887 -1.31242 -0.50355
11 C 0.50877 -1.98800 -1.03238
12 C 0.37125 -3.37880 -1.53854
13 C 1.85269 -1.29512 -1.11653
14 C 2.82886 -1.77267 -2.13859
15 N 2.05443 -0.32893 -0.31607
16 C 3.18232 0.41150 -0.13487
17 C 4.25444 -0.13278 0.66858
18 C 4.13862 -1.49958 1.26071
19 C 5.37054 0.64399 0.82025
20 C 5.44462 1.92026 0.23396
21 C 4.37789 2.45431 -0.51839
22 C 3.23031 1.73617 -0.70268
23 C 2.07107 2.25107 -1.49485
24 H -3.14966 -1.33930 -3.38084
25 H -1.81829 -2.45774 -3.17026
26 H -1.57816 -0.73350 -2.86631
27 H -4.75005 -2.14076 -1.78378
28 H -5.43320 -2.46905 0.55811
29 H -3.79334 -2.29280 2.38783
30 H -1.56006 -2.07389 3.14404
31 H -0.67800 -0.80626 2.35506
32 H -0.28266 -2.49154 1.99513
33 H -0.61652 -3.77950 -1.32372
34 H 1.12833 -4.02347 -1.08677
35 H 0.53989 -3.40522 -2.61833
36 H 2.38638 -1.70215 -3.13572
37 H 3.06383 -2.82690 -1.97590
38 H 3.74996 -1.19454 -2.11889
39 H 3.19206 -1.63412 1.78653
40 H 4.94931 -1.67799 1.96278
41 H 4.20242 -2.26650 0.48393
42 H 6.21235 0.27798 1.39359
43 H 6.34385 2.50826 0.37129
44 H 4.47621 3.43899 -0.95650
45 H 2.29738 3.22584 -1.91986
46 H 1.18425 2.36005 -0.86163
47 H 1.81722 1.57654 -2.31511
48 O 0.14488 2.21330 1.72278
49 C -0.82084 3.21680 2.12272
50 C -2.14224 2.94506 1.45902
51 C -3.16476 3.87143 1.56887
52 C -4.39222 3.59139 0.99369
53 C -4.56257 2.38930 0.31794
54 C -3.50065 1.51856 0.24013
55 N -2.30576 1.78906 0.80038
56 H 0.83344 2.15320 2.39604
57 H -0.44850 4.20119 1.83893
58 H -0.94166 3.18561 3.20689
59 H -2.99989 4.79884 2.10173
60 H -5.20486 4.30133 1.07110
61 H -5.50393 2.13129 -0.14557
62 H -3.58607 0.57129 -0.27650

Which charges does Löwdin predict for the atoms? In e, they are:
1 Rh 1.19
2 C -0.01
3 C -0.21
4 C 0.00
5 C 0.00
6 C 0.00
7 C -0.22
8 C -0.02
9 C -0.24
10 N 0.00
11 C -0.21
12 C 0.03
13 C -0.21
14 C 0.04
15 N 0.17
16 C -0.13
17 C -0.16
18 C 0.00
19 C 0.03
20 C 0.08
21 C 0.03
22 C -0.17
23 C -0.01
24 H 0.10
25 H 0.09
26 H 0.09
27 H 0.14
28 H 0.13
29 H 0.13
30 H 0.11
31 H 0.06
32 H 0.10
33 H 0.11
34 H 0.12
35 H 0.12
36 H 0.12
37 H 0.11
38 H 0.11
39 H 0.09
40 H 0.11
41 H 0.10
42 H 0.14
43 H 0.15
44 H 0.14
45 H 0.10
46 H 0.06
47 H 0.10
48 O -0.16
49 C -0.11
50 C -0.24
51 C 0.03
52 C 0.02
53 C 0.00
54 C -0.08
55 N -0.02
56 H 0.12
57 H 0.15
58 H 0.15
59 H 0.14
60 H 0.14
61 H 0.13
62 H 0.10

ORCA calculation (ωB97M-V/def2-TZVPD) on 14 unconnected molecules or ions with the total composition C26H32BCl39FO3.

Net charge: -1
Lowest unoccupied orbital energy: 1.5 eV
Frontier orbital gap: 6.3736 eV

Atoms and positions in Å:
1 C -1.47038 -4.54150 -2.32320
2 C -1.61793 -3.23664 -1.76366
3 C -1.95707 -1.71818 -1.15378
4 C -1.24769 -0.50452 -2.00683
5 C -0.89865 -0.73455 -3.60560
6 C -2.23109 -1.22834 -4.48778
7 F 0.24238 -1.70177 -3.82022
8 O 0.03454 -0.08040 -1.35253
9 B 0.03335 1.39409 -1.42344
10 C 1.27447 2.10028 -0.54664
11 C 2.16375 3.08387 -0.01761
12 O -1.35881 1.73753 -1.07235
13 C -2.12442 0.89876 -2.05325
14 O -3.49158 0.91377 -1.50626
15 C -4.25245 1.83855 -2.41080
16 C -5.86873 1.80661 -2.00951
17 C -6.56380 0.51910 -2.80060
18 C -6.14836 -0.94108 -2.17729
19 H -1.79459 -5.59201 -2.78782
20 H -3.14864 -1.65552 -1.13692
21 H -1.63229 -1.66134 -0.01730
22 H -0.54139 0.26448 -4.15315
23 H -2.12081 -2.38731 -4.61728
24 H -2.30369 -0.65452 -5.52572
25 H -3.18777 -0.95687 -3.87110
26 H 0.29885 1.61896 -2.56386
27 H 2.81396 4.02760 0.31673
28 H -1.93396 1.52623 -3.04841
29 H -3.77791 2.91605 -2.30586
30 H -4.14143 1.38962 -3.50073
31 H -6.04325 1.73380 -0.84737
32 H -6.34320 2.78877 -2.48970
33 H -7.74271 0.60421 -2.69940
34 H -6.18814 0.54341 -3.91677
35 H -5.60732 -0.89633 -1.13425
36 H -7.08115 -1.66518 -2.06627
37 H -5.42773 -1.47149 -2.96033
38 C 3.46009 -0.61194 1.52518
39 Cl 4.19573 0.10602 2.96832
40 Cl 2.08938 -1.64185 1.97250
41 Cl 2.94566 0.65193 0.39483
42 H 4.21015 -1.23317 1.02906
43 C -9.50648 -1.33075 0.27805
44 Cl -9.90174 -0.19517 -1.02330
45 Cl -9.74989 -3.00165 -0.25908
46 Cl -7.83927 -1.09082 0.82809
47 H -10.17764 -1.13809 1.11894
48 C 4.96102 3.42083 5.02979
49 Cl 5.98123 4.82313 4.66643
50 Cl 3.87238 3.07578 3.67500
51 Cl 5.95927 2.00491 5.40179
52 H 4.35420 3.65478 5.90824
53 C 3.88401 -1.69161 -3.39554
54 Cl 4.24356 -2.04935 -1.69788
55 Cl 3.76861 0.05788 -3.65171
56 Cl 5.11820 -2.39524 -4.45450
57 H 2.91930 -2.14061 -3.64529
58 C 10.16276 4.13537 4.55956
59 Cl 11.55455 3.03981 4.51518
60 Cl 10.06881 5.08265 3.06506
61 Cl 8.66339 3.22638 4.81514
62 H 10.29417 4.82539 5.39697
63 C -8.65993 2.57703 2.21411
64 Cl -9.30255 1.40050 3.37260
65 Cl -7.17545 1.96515 1.46472
66 Cl -9.87031 2.95691 0.97702
67 H -8.41941 3.49625 2.75432
68 C 6.22890 -4.85907 0.27003
69 Cl 6.86340 -4.11589 -1.20794
70 Cl 7.51745 -5.05517 1.47038
71 Cl 4.90262 -3.88959 0.93395
72 H 5.83943 -5.84875 0.01806
73 C 3.78463 8.31569 5.31751
74 Cl 3.38937 9.45128 4.01616
75 Cl 3.54122 6.64479 4.78038
76 Cl 5.45184 8.55563 5.86754
77 H 3.11347 8.50835 6.15839
78 C -7.61067 -2.90821 4.65946
79 Cl -6.59046 -1.50592 4.29610
80 Cl -8.69931 -3.25327 3.30467
81 Cl -6.61242 -4.32413 5.03147
82 H -8.21749 -2.67427 5.53792
83 C -9.75759 -6.16032 -2.87620
84 Cl -8.10432 -6.11956 -3.51205
85 Cl -10.56379 -7.66982 -3.33569
86 Cl -9.75151 -5.96966 -1.11458
87 H -10.31446 -5.32633 -3.31094
88 C -8.87199 -9.83363 -6.28300
89 Cl -7.85178 -8.43134 -6.64636
90 Cl -9.96063 -10.17869 -7.63779
91 Cl -7.87374 -11.24955 -5.91100
92 H -9.47881 -9.59969 -5.40455
93 C 15.16337 3.70668 5.21867
94 Cl 15.52291 3.34894 6.91633
95 Cl 15.04797 5.45617 4.96251
96 Cl 16.39756 3.00304 4.15971
97 H 14.19866 3.25767 4.96893
98 C 16.53699 5.39967 0.98794
99 Cl 17.53669 5.98142 2.33013
100 Cl 16.95028 3.72442 0.58498
101 Cl 14.81645 5.53669 1.38879
102 H 16.73760 6.02379 0.11336

Atom charges from the Löwdin analysis, given in e for atoms 1 to 99:
1 C 0.01
2 C -0.07
3 C -0.06
4 C -0.26
5 C -0.18
6 C -0.05
7 F -0.13
8 O -0.06
9 B -0.83
10 C -0.10
11 C -0.09
12 O -0.02
13 C -0.25
14 O -0.14
15 C -0.17
16 C -0.16
17 C -0.25
18 C -0.16
19 H 0.04
20 H 0.11
21 H 0.14
22 H 0.15
23 H 0.08
24 H 0.09
25 H 0.06
26 H 0.09
27 H 0.04
28 H 0.17
29 H 0.14
30 H 0.12
31 H 0.05
32 H 0.12
33 H 0.06
34 H 0.10
35 H 0.06
36 H 0.05
37 H 0.07
38 C -1.51
39 Cl 0.47
40 Cl 0.51
41 Cl 0.64
42 H -0.07
43 C -1.51
44 Cl 0.53
45 Cl 0.48
46 Cl 0.50
47 H 0.01
48 C -1.50
49 Cl 0.45
50 Cl 0.51
51 Cl 0.49
52 H 0.02
53 C -1.51
54 Cl 0.50
55 Cl 0.54
56 Cl 0.49
57 H 0.01
58 C -1.51
59 Cl 0.54
60 Cl 0.52
61 Cl 0.48
62 H 0.02
63 C -1.51
64 Cl 0.51
65 Cl 0.53
66 Cl 0.51
67 H 0.02
68 C -1.52
69 Cl 0.50
70 Cl 0.51
71 Cl 0.53
72 H 0.02
73 C -1.53
74 Cl 0.52
75 Cl 0.51
76 Cl 0.51
77 H 0.02
78 C -1.53
79 Cl 0.51
80 Cl 0.50
81 Cl 0.52
82 H 0.02
83 C -1.52
84 Cl 0.52
85 Cl 0.52
86 Cl 0.50
87 H 0.02
88 C -1.55
89 Cl 0.51
90 Cl 0.51
91 Cl 0.51
92 H -0.02
93 C -1.53
94 Cl 0.52
95 Cl 0.49
96 Cl 0.51
97 H -0.05
98 C -1.53
99 Cl 0.49

In eV, the total energy values for the records above are, in order, -36962.990; -525379.846.